## w
Molecular formula: C5H9N3O
Method: DFT, ωB97M-V/def2-TZVPD

Geometry as ORCA input:
```
! RIJCOSX wB97M-V def2-TZVPD def2/J DEFGRID3
* xyz 0 1
C -0.79 0.32 1.61
C 0.04 -0.72 -0.36
C -1.86 0.10 0.75
C 1.38 -0.05 -0.42
N -1.17 0.15 -0.76
N 2.32 -0.78 0.28
C 1.61 1.12 -1.04
N -3.04 -0.32 0.87
O -0.12 -1.92 -0.43
H -1.74 -0.32 -1.45
H -0.95 1.11 -1.03
H 2.08 -1.75 0.42
H 3.29 -0.61 0.06
H -3.46 -0.77 0.07
H -0.94 0.13 2.66
H -0.07 1.10 1.40
H 2.60 1.54 -1.08
H 0.84 1.68 -1.54
*
```

Summary:
HOMO = -0.274 Eh
Frontier orbital gap = 0.2858 hartree



## x
Molecular formula: C5H9N3O
Method: DFT, ωB97M-V/def2-TZVPD

Geometry as ORCA input:
```
! RIJCOSX wB97M-V def2-TZVPD def2/J DEFGRID3
* xyz 0 1
C -0.78 -0.74 -0.96
C -0.99 0.89 -0.91
C -0.70 1.03 0.49
C -1.29 -0.57 0.52
C 0.72 0.65 0.34
H 2.19 -1.46 -1.41
H 2.60 -0.64 0.13
H -1.28 -1.47 -1.57
H -0.46 1.50 -1.65
H -2.17 0.98 -0.99
H -1.05 1.98 0.90
H -2.46 -0.53 0.47
H 0.37 -1.01 1.63
H 1.63 1.49 1.72
N 1.89 -1.23 -0.46
N 0.83 -0.28 -0.60
N 1.81 0.85 0.89
O -0.86 -1.43 1.44
*
```

Summary:
HOMO = -0.292 Eh
Frontier orbital gap = 0.3238 hartree



Energy ordering: w at the bottom, the next structure 0.1300 hartree above.



## w
Molecular formula: C5H9N3O
Method: DFT, ωB97M-V/def2-TZVPD

Geometry as ORCA input:
```
! RIJCOSX wB97M-V def2-TZVPD def2/J DEFGRID3
* xyz 0 1
C 0.85 -1.76 0.37
C -1.08 0.16 0.34
C 0.48 -0.39 -0.15
C 0.96 0.78 0.55
N -1.67 1.04 -0.53
C 0.90 1.97 1.09
O 1.16 -1.12 -2.18
N 0.60 -0.03 -1.47
N -1.53 -0.41 1.37
H 1.16 -0.78 -3.09
H -2.67 1.14 -0.47
H -1.23 1.06 -1.45
H -2.54 -0.36 1.45
H 0.28 -2.52 -0.17
H 1.91 -1.93 0.18
H 0.67 -1.80 1.44
H 1.80 2.43 1.49
H -0.03 2.53 1.21
*
```

Summary:
HOMO (alpha / beta) = -0.306 / -0.256 Eh
Frontier orbital gap (alpha / beta) = 0.3179 / 0.2533 hartree



## x
Molecular formula: C5H9N3O
Method: DFT, ωB97M-V/def2-TZVPD

Geometry as ORCA input:
```
! RIJCOSX wB97M-V def2-TZVPD def2/J DEFGRID3
* xyz 0 1
C -1.48 -2.15 -0.29
C 0.39 -1.27 -1.40
C -0.16 1.08 -0.80
C 0.50 0.57 1.55
C 1.55 -0.29 1.46
H -1.59 -1.35 0.52
H -1.79 -3.10 0.15
H -2.21 -1.90 -1.05
H 1.41 -1.53 -1.86
H -0.69 1.90 -1.27
H 0.35 3.25 1.04
H -0.25 0.70 2.34
H 1.86 -0.76 2.38
H 2.14 -0.48 0.51
N -0.21 -2.27 -0.88
N -0.04 -0.01 -1.41
N 0.09 1.44 0.49
O -0.37 2.68 0.83
*
```

Summary:
HOMO = -0.312 Eh
SMILES = C=CN(O)/C=N\C=N/C
Frontier orbital gap = 0.3335 hartree



Energy ordering: x at the bottom, the next structure 0.0811 hartree above.